Density functional theory data (ωB97M-V with the def2-TZVPD basis set) for a 2-piece molecular cluster, C28H51N3O5P2 overall at a distorted geometry.

Geometry (Å):
H 3.423 2.202 -1.325
H -4.183 2.528 1.019
H 3.373 -2.173 0.907
H 3.027 -1.643 4.958
C 2.397 -3.909 1.823
C -0.048 0.408 -1.887
N -2.411 0.924 -1.845
H 4.036 -3.720 0.374
H -6.631 1.335 0.443
C 2.157 -3.572 4.359
H -1.363 1.153 -4.254
H -4.500 -3.062 1.284
H -0.507 4.467 -3.596
H -1.204 1.137 2.872
H 1.242 5.332 -0.233
H -2.170 3.440 -3.812
C -4.446 -1.881 1.235
P 0.997 2.901 -0.856
H 3.280 -5.867 1.393
O -1.746 -1.342 -2.833
C 3.514 -4.316 4.448
C -0.364 1.568 -0.750
O -1.847 4.608 -1.940
H 1.229 -4.795 5.916
H -3.603 3.356 -1.933
C 0.634 4.434 0.221
C -5.699 0.644 0.724
H -1.285 -2.212 -2.638
C 2.786 -5.354 2.232
H 0.708 1.428 1.365
H -2.818 6.364 -6.032
H 1.378 -0.961 -0.560
O 0.808 -2.383 2.787
C 3.630 -3.183 1.240
H 1.034 4.237 1.323
C -1.672 4.422 -3.389
O -2.237 5.634 -4.065
P -0.017 0.870 -3.737
C -2.992 -1.157 1.592
C 1.250 -0.584 -1.677
H 0.919 6.464 -5.164
O 0.107 6.748 -5.691
H 3.682 -4.693 5.465
C 1.362 -4.060 0.670
H 2.555 -2.664 6.322
H 1.874 -5.934 2.421
H 1.318 -1.809 5.400
H -2.026 -1.766 1.897
C 1.027 -4.487 4.882
C 2.726 2.249 -0.379
H 1.786 -4.641 -0.159
H 0.908 -5.402 4.294
C -0.668 5.583 -6.167
H 4.326 -3.599 4.271
H 2.213 0.021 -2.032
C -2.591 3.502 -1.318
H -3.335 0.764 -2.307
H 0.460 -4.585 1.007
H 4.732 -5.515 3.151
H 1.064 -3.093 0.252
H -2.645 4.444 -5.811
H 0.495 -0.308 -4.446
C -0.257 1.009 0.799
H -0.063 4.625 -5.841
N 1.988 -3.087 2.977
C -2.888 0.479 1.484
H 1.096 -1.489 -2.431
H -1.769 2.551 1.733
H -0.497 4.723 0.298
C 2.267 -2.350 5.310
H 1.674 1.893 -4.771
C -1.823 2.053 -1.327
C 3.681 -5.464 3.461
H 2.598 1.187 0.142
H 3.473 -6.418 3.963
H -0.748 5.651 -7.337
H -0.131 -0.171 0.800
C -2.182 5.493 -5.528
N 0.883 2.158 -4.119
C -4.252 1.354 1.072
H -2.934 3.818 -0.226
C -1.535 1.382 1.752
H -1.508 -0.936 -0.759
H 0.058 -3.976 4.890
H -6.828 -1.515 0.506
C -1.537 -0.345 -1.769
C -5.804 -1.021 0.782
H 4.437 -3.090 1.973
H 3.148 2.988 0.457

Properties
- LUMO energy (Eh) = -0.081
- Kohn-Sham gap (eV) = 2.1
- HOMO (eV) = -4.343

***

Density functional theory data (ωB97M-V with the def2-TZVPD basis set) for C28H52AgF2N2O9S2 as an isolated structure at a distorted geometry.

Geometry (Å):
O -26.352 10.141 33.025
H -27.942 14.509 26.528
H -25.089 11.316 26.167
C -18.803 10.460 30.890
H -26.524 6.856 33.301
C -24.641 12.483 29.649
H -24.408 7.040 26.275
H -23.782 15.321 25.655
S -22.478 9.605 28.278
H -24.773 4.795 29.557
O -19.234 11.321 29.894
C -18.500 7.686 36.175
H -20.786 12.485 27.396
C -25.812 8.850 32.774
C -24.309 13.314 25.954
C -23.002 11.837 31.243
O -23.861 9.986 27.983
C -24.091 13.756 29.579
H -24.737 10.631 30.625
H -26.496 8.012 34.546
N -22.192 7.935 28.157
C -24.174 11.550 30.549
C -19.489 6.352 34.421
H -19.320 14.794 28.690
H -18.800 12.303 28.464
C -20.347 8.534 34.844
O -18.412 13.047 27.997
H -24.560 14.467 28.915
H -24.856 5.481 27.849
H -19.135 9.424 30.839
C -22.989 14.054 30.367
F -22.329 6.115 29.527
O -22.358 8.879 24.350
H -21.913 10.115 22.874
F -21.814 9.930 26.842
H -21.433 8.628 24.290
H -22.937 7.534 26.827
H -21.179 13.509 28.834
S -22.575 7.676 29.591
C -26.920 14.209 26.353
Ag -20.224 7.125 27.314
H -21.505 13.291 31.753
H -17.922 5.705 35.642
C -25.327 12.363 26.048
C -18.524 6.558 35.365
H -21.224 7.151 33.447
H -17.724 7.861 36.905
H -24.266 9.283 22.935
O -24.369 3.405 26.612
C -26.647 12.851 26.219
H -19.526 5.382 33.947
H -20.156 11.104 29.736
C -22.438 13.135 31.232
C -19.378 14.120 27.836
H -22.173 10.894 24.509
H -24.805 8.777 33.186
H -24.258 11.076 22.924
C -24.951 4.610 28.497
H -19.146 11.959 32.502
H -26.028 4.468 28.408
H -26.033 16.203 26.322
H -20.387 10.693 32.378
H -25.319 3.319 26.504
H -25.689 8.634 31.713
H -21.023 9.335 34.586
H -25.526 12.326 29.051
H -22.530 11.043 31.803
C -24.009 10.182 23.495
H -23.239 7.659 25.215
H -18.781 10.313 33.001
H -22.958 6.225 26.004
H -19.174 14.742 26.965
H -19.448 9.676 36.345
C -19.324 10.909 32.269
H -27.516 12.219 26.328
O -21.640 10.411 29.171
H -17.717 10.365 30.906
C -20.451 7.323 34.181
N -23.427 7.118 26.047
H -24.511 10.129 24.461
C -20.755 13.484 27.830
H -23.309 12.931 25.814
C -26.779 7.897 33.500
C -24.048 3.539 27.963
H -21.445 14.019 27.178
H -27.845 8.122 33.457
H -22.521 15.026 30.416
C -22.522 10.166 23.777
O -21.723 8.131 30.716
C -19.394 8.718 35.850
C -25.872 15.138 26.244
H -22.978 3.736 28.026
H -27.014 10.393 32.377
O -24.020 7.665 29.786
C -24.613 14.671 25.884
H -24.383 2.581 28.359

Properties
- LUMO energy (Eh) = -0.241
- Kohn-Sham gap (eV) = 4.1
- total charge = +1
- HOMO (eV) = -10.702

***

Density functional theory data (ωB97M-V with the def2-TZVPD basis set) for C28H52Cl2GeNO5PPtSi3 as an isolated structure.

Geometry (Å):
H -2.350 2.651 0.424
H 3.783 -1.496 2.331
H -2.692 -3.123 -2.023
N -1.176 2.581 -1.260
H 2.807 4.207 4.334
H -0.152 2.660 -3.049
H 0.992 -0.785 3.381
H 2.100 4.510 1.965
H -1.433 4.532 -3.972
C -1.819 2.517 3.504
H 5.323 -1.301 0.526
Cl -1.479 4.025 2.728
O 3.483 0.578 0.311
H 1.257 3.136 2.675
C -2.362 2.519 4.744
H 1.845 0.906 -4.930
H -3.766 4.509 -0.363
C -0.122 -2.566 -5.355
C -2.181 3.095 -0.544
H -3.301 5.513 -2.616
C 4.817 0.770 0.844
P 2.217 1.264 0.978
H -3.778 -2.831 1.560
Pt 0.381 1.232 -0.187
C -2.456 0.124 4.774
C 1.367 0.842 -1.878
C -2.680 1.295 5.397
C -2.969 4.140 -0.993
H 6.709 -0.215 0.682
O -1.004 1.389 1.632
C -2.765 0.502 -3.619
H 2.411 0.549 -1.806
Ge 0.273 -0.793 -2.231
C 3.010 -1.488 3.099
H -3.393 -4.045 0.350
C -1.501 1.302 2.771
H 3.454 -1.614 -4.945
H -3.472 -4.500 2.046
H -0.525 -3.003 -0.776
O 2.090 0.659 2.462
O -1.238 -1.609 1.829
H 1.511 0.008 -6.408
Si -2.162 -0.675 -2.278
C 3.190 3.539 3.562
C 2.741 -2.172 -4.335
C -1.755 -1.206 2.951
H 5.157 1.761 0.548
C -0.577 -4.149 3.031
C -1.676 4.154 -2.989
H 4.777 0.731 1.935
Si -1.339 -3.346 1.535
C -3.032 -0.299 -0.648
H 0.377 -3.687 3.294
H -0.368 -5.193 2.781
C -0.945 3.104 -2.466
O 2.785 2.700 1.327
H -2.566 3.455 5.246
C -2.711 4.690 -2.238
Cl -3.367 1.358 6.981
H -0.671 -4.705 -0.342
C -3.160 -3.709 1.362
C -0.358 -3.723 0.023
H -2.773 1.543 -3.306
H 3.416 -1.032 4.003
H -2.711 -0.806 5.264
H -3.793 0.227 -3.872
H 4.170 3.900 3.252
C 2.237 3.518 2.392
H -1.080 -2.109 -5.606
H 0.177 0.713 -5.494
H -2.251 -2.765 -3.693
Si 1.026 -1.400 -4.439
H 0.366 -2.856 -6.290
H 2.716 -3.198 -4.707
H 1.395 -1.140 1.694
H 3.129 -2.201 -3.316
H -2.142 -1.988 3.611
H -2.170 0.421 -4.531
C 1.144 0.214 -5.399
H -3.910 0.324 -0.835
C 5.702 -0.311 0.275
H -0.315 -3.477 -4.788
H 3.297 2.542 3.987
H 5.761 -0.229 -0.810
H 1.268 1.628 -2.625
H -3.380 -1.233 -0.199
H 0.712 -3.766 0.230
C -2.762 -2.377 -2.816
H -2.406 0.203 0.084
H -3.823 -2.278 -3.067
C 1.784 -0.738 2.632
H -1.219 -4.155 3.913
H 2.749 -2.522 3.329
C -1.873 0.072 3.456

Properties
- multiplicity = 2
- energy relative to the best compared isomer or geometry (same formula, charge and spin) (kcal per mole) = 12.15
- LUMO energy (spin up / spin down) (Eh) = -0.133 / -0.133
- Kohn-Sham gap (spin up / spin down) (eV) = 5.6 / 6.5
- total charge = +1
- HOMO (spin up / spin down) (eV) = -9.194 / -10.102

***

Density functional theory data (ωB97M-V with the def2-TZVPD basis set) for a 8-piece molecular cluster, C28H52Cl2O21 overall at a distorted geometry.

Geometry (Å):
H 3.536 -1.134 -4.088
H 0.082 -0.029 0.743
H 1.117 -3.967 3.446
C 2.856 1.482 -1.117
H 1.221 -6.341 -2.075
C 2.773 -5.048 8.026
H -2.281 1.205 0.606
O -5.123 -1.455 1.637
H 1.253 -6.187 9.125
O 0.816 4.818 -6.405
H -3.695 2.668 2.615
H 0.665 -1.516 -3.885
C -4.874 -2.609 0.934
H -2.891 -0.319 -0.226
C 1.838 1.024 -5.126
C -2.272 2.922 -4.257
C -3.301 5.352 8.263
H -1.870 1.934 -4.035
H 2.829 3.225 -6.194
H 3.124 0.253 0.663
O 0.907 -3.517 5.433
C -4.617 -1.505 2.824
H 5.094 -1.574 -3.313
H 3.119 -4.475 8.887
H 3.829 1.663 -1.574
O -4.455 3.025 6.353
H -0.583 -1.388 -0.222
H -3.364 5.478 9.344
Cl -1.244 -1.305 2.042
H 3.923 1.954 -6.474
C -0.815 -0.591 0.485
O 1.960 1.403 -6.481
H 3.926 1.824 0.712
C -2.047 0.333 -0.004
O 0.328 3.304 0.210
O -0.297 3.910 -8.245
O 1.925 -1.826 -1.515
C 3.014 2.521 -8.351
H -0.224 4.669 -10.202
H -2.820 6.290 7.985
C -0.080 4.180 -6.958
O -4.770 -0.654 3.724
C 2.960 2.337 -6.813
H -1.341 4.827 -4.517
O 1.749 -4.265 7.319
H -2.878 -3.340 1.253
C 2.213 -6.363 8.640
H 0.765 -6.665 -0.340
H 3.868 3.121 -8.668
O 2.082 2.655 -1.053
H 2.113 -7.077 7.823
C -3.338 3.352 5.924
H -0.633 -0.321 -3.895
C 0.362 -3.645 4.163
C 1.572 -4.522 5.987
O 1.946 1.934 0.951
H -3.788 1.544 3.823
H -2.735 3.303 8.433
H 0.602 -4.182 -0.955
H -4.313 5.380 7.859
O 0.922 0.057 -5.173
H -0.170 3.506 -4.399
C 4.030 -1.403 -3.154
C -2.390 4.204 7.924
H -3.229 2.817 -4.769
H -2.476 3.386 -3.292
C 0.447 -0.451 -3.962
O 2.524 1.402 -4.180
H 2.306 0.681 -1.612
H 2.442 -6.503 -0.737
H -4.357 -2.245 0.046
C -3.856 -3.361 1.733
Cl -1.799 1.040 -1.590
H 1.328 4.820 -9.249
H -4.157 -4.383 1.963
H -1.442 4.565 8.321
H 1.685 -4.406 0.319
H 2.094 2.793 -8.868
H 0.817 0.087 -3.089
H -0.084 5.849 -8.925
C 1.554 -4.663 -0.732
O -3.010 3.304 4.574
H -0.502 -4.308 4.114
O 1.980 -5.526 5.399
H -4.951 2.796 3.968
C 3.041 1.295 0.355
O -3.957 -2.639 2.926
O 2.555 -4.068 -1.542
O -2.323 3.888 6.565
H 0.032 -2.660 3.834
H -5.774 -3.191 0.734
H 3.019 -6.616 9.330
H 3.302 1.568 -8.795
H 3.945 -0.562 -2.466
C 1.403 2.747 0.050
C 1.448 -6.160 -1.024
C 0.239 4.855 -9.232
C 2.559 -2.771 -1.958
C -3.914 2.617 3.682
H 3.707 -5.118 7.469
C -1.131 3.801 -4.820
O -1.103 3.592 -6.208
O 3.532 -2.702 -2.778

Properties
- multiplicity = 2
- LUMO energy (spin up / spin down) (Eh) = 0.075 / 0.075
- Kohn-Sham gap (spin up / spin down) (eV) = 1.7 / 10.2
- total charge = -1
- HOMO (spin up / spin down) (eV) = 0.341 / -8.127

***

Density functional theory data (ωB97M-V with the def2-TZVPD basis set) for a 10-piece molecular cluster, C28H52Cl4N4O16 overall at a distorted geometry.

Geometry (Å):
H 20.153 3.827 -7.505
H 20.400 0.439 -4.746
H 22.283 2.108 -4.455
H 16.724 -3.873 0.174
H 17.325 2.416 -3.028
H 15.149 -0.884 -8.267
O 19.859 -0.352 0.332
H 21.954 -2.165 -1.818
H 19.319 2.279 -7.065
O 19.841 2.531 -9.039
H 21.358 0.014 1.678
C 13.828 3.010 -7.902
H 11.939 -3.795 -9.524
O 18.553 1.061 1.459
C 18.870 0.568 0.241
H 15.249 1.549 -7.867
H 17.983 4.725 -8.201
H 14.595 2.494 -5.940
C 18.794 2.454 -9.892
C 15.672 3.531 -2.285
H 19.307 -6.896 -7.834
C 23.098 1.374 -4.455
H 20.819 -2.518 -9.640
H 17.390 -5.164 1.141
N 18.699 -6.802 -5.837
H 20.367 -7.781 -6.708
H 11.908 -2.705 -10.929
C 20.714 -2.585 -8.554
C 14.036 3.292 -6.431
H 18.775 -8.421 -7.146
O 13.030 3.664 -8.560
H 23.392 1.017 -2.382
O 18.499 1.121 -5.231
N 13.434 -2.032 -8.067
C 18.848 -1.013 -4.321
O 20.958 -0.440 -7.877
H 15.021 2.376 -10.479
O 16.542 0.679 -6.215
C 19.388 0.430 -4.352
H 13.506 1.503 -10.185
H 18.293 -5.158 -3.784
H 19.604 -1.576 -4.868
O 23.117 -0.559 -7.286
H 16.743 -5.424 -4.575
H 15.229 -2.076 -6.969
H 14.530 4.256 -6.312
H 17.568 -3.857 -4.758
C 19.911 -1.429 -8.020
H 19.364 0.897 -3.366
C 19.359 0.453 2.468
Cl 16.916 -5.918 -1.012
O 18.332 0.876 -0.765
H 19.115 -1.047 -8.654
C 18.016 3.640 -8.101
C 13.198 -2.032 -9.407
H 20.295 -3.566 -8.342
H 18.715 -0.156 3.102
O 13.922 -1.466 -10.206
H 11.063 -2.199 -9.512
C 18.846 -4.217 -0.095
Cl 15.914 5.157 -3.006
C 17.442 -4.690 0.159
C 22.669 -1.349 -1.806
C 19.338 -7.508 -6.937
C 11.941 -2.755 -9.842
O 21.966 -2.415 -7.893
H 24.058 1.863 -4.586
H 12.969 -2.720 -7.500
N 23.090 0.590 -3.241
O 17.698 3.008 -9.332
H 19.847 1.200 3.088
O 18.831 1.974 -10.976
H 17.300 3.336 -7.339
C 22.608 -0.675 -3.165
O 22.142 -1.260 -4.127
H 16.125 3.563 -1.299
H 19.537 -5.049 0.009
H 15.033 0.680 -9.917
H 13.057 3.377 -5.962
C 19.412 3.084 -7.785
O 17.623 -0.921 -5.068
H 22.878 0.726 -5.302
H 19.469 -1.619 -7.039
H 18.728 -1.383 -3.310
C 18.395 -5.480 -5.897
H 14.277 -0.617 -6.741
Cl 15.569 0.887 -2.724
Cl 19.008 -3.465 -1.698
O 18.629 -4.802 -6.884
H 15.976 2.660 -4.222
C 17.712 -4.928 -4.675
C 14.529 1.641 -9.843
N 14.596 2.048 -8.450
C 16.253 2.464 -3.193
C 22.119 -1.097 -7.641
C 17.481 0.314 -5.574
H 23.683 -1.713 -1.642
H 19.085 -3.435 0.623
H 20.404 -1.430 2.034
H 22.392 -0.644 -1.022
H 18.270 -7.397 -5.150
H 14.598 3.408 -2.164
C 20.353 -0.410 1.662
C 14.577 -1.361 -7.478

Properties
- LUMO energy (Eh) = -0.010
- Kohn-Sham gap (eV) = 8.4
- HOMO (eV) = -8.630